Molecular formula: C7H14N3
Method: DFT, ωB97M-V/def2-TZVPD

Summary:
Highest occupied orbital energy = -13.6 eV
Relative energy (zero: lowest compared OMol25 entry of this formula, charge and spin) = 6.0204 eV
SMILES string = C=C(C)/N=C\N=[NH+]/C(C)C
Net charge = +1

Cartesian coordinates (Å):
C: 1.3959 -0.9142 1.1420
C: -0.7798 -0.5908 2.0440
C: -1.4937 -0.5528 0.8315
C: -1.2884 0.0895 3.3232
C: 0.7568 -1.0651 -2.0651
C: 0.7668 1.4957 -2.4227
C: 0.1233 0.3060 -1.6877
N: 1.2260 0.3034 0.4890
N: 0.4606 -1.1627 1.9458
N: 0.2033 0.6463 -0.2645
H: 2.3921 -1.2466 1.1015
H: -1.2571 -1.0848 -0.0374
H: -2.3697 0.0401 0.9775
H: -2.3582 -0.2513 3.3202
H: -1.1114 1.2041 3.2293
H: -0.7304 -0.3291 4.1932
H: 1.8404 -0.9691 -2.1572
H: 0.2955 -1.7604 -1.2737
H: 0.3044 -1.3410 -3.1197
H: 0.0966 2.3272 -2.2941
H: 1.0063 1.3136 -3.4574
H: 1.7079 1.7242 -1.8857
H: -0.9923 0.2564 -1.9373
H: -0.1950 1.5613 0.0054

natural (NBO) population analysis, charges in e, atoms 1 to 5: 0.2920, 0.2515, -0.3585, -0.6671, -0.6342

Molecular formula: C5H10O
Method: DFT, ωB97M-V/def2-TZVPD

Summary:
Highest occupied orbital energy = -9.6 eV
Relative energy (zero: lowest compared OMol25 entry of this formula, charge and spin) = 0.3992 eV
SMILES string = CC(C)(C)C=O

Cartesian coordinates (Å):
C: 0.6028 -0.0278 1.3735
C: -0.0531 -0.0141 -0.0147
C: 0.6908 -0.9377 -1.0242
C: -0.1718 1.4467 -0.5232
C: -1.4417 -0.6562 0.1683
H: 0.0641 0.7465 1.9665
H: 0.5131 -1.0053 1.8742
H: 1.6924 0.2308 1.2747
H: 1.6889 -0.4723 -1.2183
H: 0.8260 -1.9109 -0.5126
H: 0.1826 -1.0431 -2.0080
H: 0.8113 1.9355 -0.5499
H: -0.8155 2.0040 0.1795
H: -0.6605 1.4653 -1.5234
H: -1.4455 -1.6776 0.5503
O: -2.4838 -0.0837 -0.0126

natural (NBO) population analysis, charges in e, atoms 1 to 5: -0.6080, -0.1590, -0.6105, -0.6093, 0.4517

Molecular formula: C14H14
Method: DFT, ωB97M-V/def2-TZVPD

Summary:
Highest occupied orbital energy = -7.5 eV
Relative energy (zero: lowest compared OMol25 entry of this formula, charge and spin) = 4.2729 eV
SMILES string = C=C1C[C@@H]1/C=C\C=C=C1C=CC=CC1

Cartesian coordinates (Å):
C: 0.5014 -1.4349 -3.9563
C: -0.5864 -1.2093 -3.2523
C: 1.7692 -1.3714 -3.2494
C: -0.6210 -0.9536 -1.7292
C: 1.7988 -1.3688 -1.8567
C: 0.7207 -1.0119 -1.0176
C: 1.4084 0.6525 1.9660
C: 0.6912 -0.4794 1.4973
C: 0.9162 1.8326 2.4096
C: 0.7459 -0.7804 0.2655
C: -1.4152 2.0150 1.0623
C: -0.5664 2.1444 2.3350
C: -1.5328 1.0283 2.2175
C: -1.9727 -0.0948 2.7729
H: 0.3850 -1.5331 -5.0125
H: -1.6204 -1.2615 -3.6215
H: 2.6092 -1.5573 -3.8116
H: -1.1702 -1.7819 -1.3644
H: 2.8037 -1.3552 -1.5112
H: 2.4229 0.5014 2.1571
H: 0.4357 -1.1568 2.4108
H: 1.4811 2.6409 2.7420
H: -2.1774 2.8897 0.9330
H: -0.8054 1.6742 0.2064
H: -0.9554 3.0991 2.8054
H: -2.5661 -0.7915 2.3188
H: -1.5179 -0.4229 3.8127
H: -1.1820 0.0864 -1.5294

natural (NBO) population analysis, charges in e, atoms 1 to 5: -0.2696, -0.1241, -0.1959, -0.4451, -0.1750

Molecular formula: C5H6O2
Method: DFT, ωB97M-V/def2-TZVPD

Summary:
Highest occupied orbital energy = -9.2 eV
Relative energy (zero: lowest compared OMol25 entry of this formula, charge and spin) = 4.7074 eV

Cartesian coordinates (Å):
O: -1.5738 -1.3647 -1.1745
C: -0.8492 -0.6259 -0.5476
C: -1.2499 -0.0844 0.8362
O: -0.3533 0.8874 1.2961
C: 0.9557 1.1696 -0.2964
C: 1.6753 -0.1199 -0.1599
C: 0.4421 -0.0597 -1.0331
H: -1.2366 -0.8928 1.5685
H: -2.2711 0.2992 0.7600
H: -0.3738 1.7455 0.7586
H: 1.6449 -0.6582 0.7851
H: 2.6308 -0.1897 -0.6791
H: 0.5589 -0.1064 -2.1140

natural (NBO) population analysis, charges in e, atoms 1 to 5: -0.5228, 0.5747, -0.1837, -0.6564, 0.1017

Molecular formula: C5H10O4
Method: DFT, ωB97M-V/def2-TZVPD

Summary:
Highest occupied orbital energy = -9.6 eV
Relative energy (zero: lowest compared OMol25 entry of this formula, charge and spin) = 5.7157 eV

Cartesian coordinates (Å):
C: 1.0083 0.3148 -0.0001
C: -0.4825 -0.8662 0.1285
C: 1.7523 0.0415 -1.2847
C: -1.5426 -0.6431 -0.9339
C: -0.9260 0.8111 1.6925
O: 0.3843 1.5516 -0.1678
O: -0.7134 1.7958 0.7253
O: 1.7657 0.1476 1.0761
O: -0.1425 0.5617 2.6076
H: 1.1874 0.3041 1.9174
H: -2.0147 0.7404 1.8109
H: 0.2131 -1.6469 -0.1876
H: -0.8642 -1.3370 1.0364
H: 2.4469 0.8635 -1.4578
H: 1.0669 -0.0193 -2.1266
H: 2.3184 -0.8806 -1.1773
H: -1.9934 -1.5891 -1.2340
H: -1.1313 -0.1758 -1.8286
H: -2.3327 0.0261 -0.5965

natural (NBO) population analysis, charges in e, atoms 1 to 5: 0.6028, -0.5521, -0.6593, -0.6314, 0.6247

Molecular formula: C37H89N2O13Si
Method: DFT, ωB97M-V/def2-TZVPD

Summary:
Highest occupied orbital energy = -11.4 eV
Net charge = +1

Cartesian coordinates (Å):
C: 0.0324 4.2554 3.9276
C: 0.0021 5.3865 3.4919
C: 0.1361 6.7270 2.7926
C: -0.8478 6.7514 1.5560
C: -0.1003 6.5552 0.1720
C: -0.4758 5.1804 -0.4309
C: -1.5595 5.1314 -1.3091
C: -1.8920 3.8619 -1.8841
C: -1.2364 2.6509 -1.6092
C: -1.7908 1.4836 -2.4371
N: -2.7190 0.5742 -1.7414
C: -4.1239 0.9092 -2.0820
C: -0.1395 2.6570 -0.6495
C: 0.5950 1.4544 -0.2408
C: 0.2942 0.0311 -0.6223
C: -0.2060 -0.8683 0.6128
C: -1.7315 -1.1216 0.6576
C: -1.9324 -2.3444 1.6438
C: -2.4116 0.0960 1.3519
N: 1.6598 1.6210 0.5817
Si: 2.8507 0.4032 1.2303
C: 4.5864 1.1602 0.9418
C: 2.9402 -1.3584 0.6535
C: 2.6322 0.4047 3.1280
C: 1.9978 2.8735 1.0720
C: 1.3258 4.0179 0.7897
C: 0.2032 3.9598 -0.1238
H: -0.0710 3.2608 4.3444
H: -0.0784 7.5404 3.5057
H: 1.1836 6.8274 2.4433
H: -1.3098 7.7570 1.5461
H: -1.6557 6.0160 1.7097
H: 0.9928 6.5929 0.3050
H: -0.4972 7.3302 -0.5038
H: -2.1126 6.0497 -1.5527
H: -2.7335 3.8807 -2.5995
H: -0.9395 0.9690 -2.9343
H: -2.3690 1.8792 -3.3076
H: -2.5730 -0.3344 -2.1838
H: -4.4041 0.6096 -3.1125
H: -4.7623 0.3128 -1.3938
H: -4.3608 1.9687 -1.8831
H: -0.4465 -0.1847 -1.3955
H: 1.2232 -0.3947 -1.0635
H: 0.0847 -0.4266 1.5863
H: 0.2742 -1.8512 0.4320
H: -2.1948 -1.4312 -0.2921
H: -1.4371 -2.0573 2.5930
H: -1.5811 -3.2957 1.2206
H: -3.0217 -2.3522 1.8662
H: -2.3030 1.0245 0.7553
H: -1.8698 0.2689 2.3083
H: -3.4724 -0.1037 1.6045
H: 4.6309 1.7262 -0.0138
H: 5.3574 0.3655 0.9278
H: 4.8328 1.8081 1.8077
H: 3.9012 -1.7936 1.0123
H: 2.9944 -1.4611 -0.4533
H: 2.1651 -2.0272 1.0766
H: 3.1438 -0.4750 3.5910
H: 2.9997 1.3795 3.5023
H: 1.5364 0.3717 3.3241
H: 2.8378 3.0077 1.7693
H: 1.6121 4.9774 1.2250
C: -0.2131 4.1624 -5.5057
O: -0.3157 3.1193 -4.5388
H: 0.4541 3.8343 -6.2991
H: -1.1972 4.3789 -5.9284
H: 0.1949 5.0631 -5.0410
H: -0.9071 3.4294 -3.8470
C: 3.1047 -2.3440 6.0932
O: 4.2227 -1.8254 5.3666
H: 2.4230 -2.8152 5.3881
H: 3.4420 -3.0865 6.8195
H: 2.5862 -1.5332 6.6094
H: 4.8121 -1.4110 6.0080
C: -3.8512 -5.6155 1.7341
O: -2.4524 -5.3825 1.8973
H: -4.3396 -4.6622 1.5451
H: -4.0218 -6.2827 0.8870
H: -4.2647 -6.0584 2.6421
H: -2.0431 -6.2401 2.0621
C: 0.4602 -4.5524 -1.3754
O: 0.4433 -5.5482 -0.3574
H: 1.1040 -4.8909 -2.1841
H: -0.5512 -4.3999 -1.7584
H: 0.8534 -3.6138 -0.9678
H: -0.1307 -5.2302 0.3476
C: 1.4143 -0.1628 -5.8324
O: 1.5586 0.8969 -4.8929
H: 2.4015 -0.5556 -6.0660
H: 0.8009 -0.9628 -5.4076
H: 0.9498 0.2094 -6.7493
H: 0.6743 1.2333 -4.6994
C: 0.2508 -6.3893 4.1324
O: 0.2407 -5.1598 3.4153
H: 1.2032 -6.4800 4.6495
H: -0.5592 -6.4024 4.8667
H: 0.1378 -7.2296 3.4410
H: -0.6081 -5.0971 2.9647
C: 6.5741 -4.3399 4.4818
O: 6.6837 -3.2671 5.4060
H: 7.5742 -4.6998 4.2496
H: 5.9918 -5.1556 4.9189
H: 6.0936 -3.9950 3.5615
H: 5.7868 -2.9625 5.5981
C: -1.9301 -6.9856 -2.6332
O: -1.9082 -5.7565 -3.3596
H: -0.9831 -7.0977 -2.1093
H: -2.7462 -6.9706 -1.9042
H: -2.0628 -7.8241 -3.3207
H: -2.7526 -5.6785 -3.8132
C: -4.4938 6.5580 0.7519
O: -5.9053 6.5248 0.5996
H: -4.2627 6.7546 1.7968
H: -4.0634 5.5938 0.4613
H: -4.0714 7.3557 0.1321
H: -6.0926 6.3510 -0.3276
C: 2.8134 8.9007 4.2042
O: 1.5775 8.5585 4.8276
H: 2.6473 9.7533 3.5503
H: 3.5514 9.1675 4.9633
H: 3.1763 8.0556 3.6116
H: 1.7469 7.8039 5.4006
C: -3.7055 -9.7979 -5.3397
O: -2.3060 -9.5881 -5.1781
H: -4.1783 -8.8372 -5.5353
H: -3.8885 -10.4682 -6.1828
H: -4.1286 -10.2285 -4.4284
H: -1.9089 -10.4479 -5.0072
C: 1.7025 11.3109 1.1651
O: 3.1186 11.1953 1.0879
H: 1.3288 10.5350 1.8310
H: 1.4307 12.2909 1.5643
H: 1.2622 11.1777 0.1731
H: 3.4326 11.8865 0.4972
C: -1.1649 -11.0291 -8.1958
O: -1.7699 -12.2492 -7.7742
H: -1.9452 -10.3556 -8.5425
H: -0.6379 -10.5699 -7.3564
H: -0.4653 -11.2237 -9.0126
H: -1.0653 -12.8299 -7.4719

Löwdin population analysis, charges in e, atoms 1 to 5: 0.0921, -0.1325, -0.1835, -0.1548, -0.1112

Number 1: energy -438.96695 Eh, HOMO-LUMO gap 7.83 eV. Number 2: energy -271.73795 Eh, HOMO-LUMO gap 10.48 eV. Number 3: energy -541.61092 Eh, HOMO-LUMO gap 7.93 eV. Number 4: energy -344.42892 Eh, HOMO-LUMO gap 9.33 eV. Number 5: energy -497.29832 Eh, HOMO-LUMO gap 9.72 eV. Number 6: energy -2839.79799 Eh, HOMO-LUMO gap 7.78 eV.